This record from the Open Molecules 2025 dataset describes a structure of composition C26H51IrNO2P2. The level of theory is the ωB97M-V functional and the def2-TZVPD basis.

2S+1: 6
DFT total energy in Ha: -2011.42540
Molar mass in g mol⁻¹: 663.86
Energy relative to the best compared isomer or geometry (same formula, charge and spin) in kJ/mol: 785.4
Total charge: +4

XYZ file:
```
83
Properties=species:S:1:pos:R:3:forces:R:3:mulliken_charge:R:1
H -1.18540 -5.41540 -0.09594 -0.73 0.52 0.29 0.499
H 3.54494 2.63505 -3.22596 -0.34 0.07 0.18 0.400
H 2.88258 1.38210 -5.15708 -0.05 0.10 -0.11 0.450
H 0.80691 1.28179 -3.40655 0.51 0.01 -0.39 0.615
C 1.91146 1.21010 -3.29556 -1.25 1.04 0.28 0.841
H -2.54718 -2.33617 -1.28058 1.48 0.28 0.63 0.510
O -1.94913 0.44140 -2.46771 2.57 -1.17 2.93 -0.439
H 0.63330 3.24044 3.87723 -0.16 -0.12 -0.29 0.520
H 0.26611 -1.25914 -3.85901 0.00 -0.25 0.20 0.345
H 2.87249 2.01605 0.03263 0.67 -0.22 -0.06 0.335
H -4.67022 0.82471 1.41025 -0.04 0.27 -0.29 0.352
H -3.20447 2.60753 2.43786 0.46 -0.67 -0.13 0.563
H -0.62276 -1.32959 3.28946 -0.92 0.33 0.31 0.329
C -3.17429 -1.49709 1.66400 -1.08 -0.31 -2.13 -1.238
H 0.73432 -2.96982 -3.68199 -0.16 0.29 0.12 0.597
C -1.67012 -2.12145 -0.57328 -3.38 0.84 -1.15 -2.030
H -4.09255 -2.01444 1.87015 -0.38 -0.27 1.04 0.435
C 2.57007 0.56949 -4.50041 0.25 -1.03 -0.75 -1.507
C 2.47673 2.58659 -2.97333 0.01 0.68 -0.15 -1.492
O 0.63940 3.58867 -0.25044 0.33 -5.55 -0.75 -0.435
C -1.66266 1.97760 4.52385 -0.40 -0.04 0.33 -1.532
H 2.32130 2.94806 -1.95121 0.23 -0.16 -0.46 0.315
C -1.68404 -1.29844 3.65304 -0.41 -0.37 0.51 -1.479
N -0.82812 -0.30839 0.91438 1.59 2.20 -1.56 -0.916
H 0.00533 0.84933 3.64539 -0.18 0.35 0.34 0.559
P 2.13410 0.03194 -1.93451 2.95 -2.61 -1.51 -0.766
H -2.02761 3.01329 4.44416 0.13 -0.38 0.03 0.481
H -3.50860 -0.05309 3.19545 0.02 -0.19 0.51 1.130
H 0.19496 -4.34341 1.38659 0.14 0.02 0.03 0.663
H -2.40270 -4.59047 -1.11512 -0.09 -0.19 1.01 0.443
H -4.06021 1.24441 -0.23568 0.13 0.09 0.38 0.360
C -1.92468 -4.57584 -0.10403 1.14 0.61 -1.92 -1.382
C -0.07034 -3.35109 1.02718 -1.76 0.94 -1.28 -0.346
H 2.71553 -1.68039 -3.27765 -0.23 -0.40 0.01 1.199
C 0.67426 2.41338 -0.40141 -0.29 11.26 1.44 0.463
H -0.17458 -2.18031 -2.37764 0.20 0.05 -0.30 0.117
H 0.88161 2.66191 2.22133 -0.18 0.08 0.28 0.188
H -4.93583 2.43128 0.69190 0.33 -0.28 0.22 0.512
C 1.94890 -1.69482 -2.48618 0.64 -0.12 -0.84 0.321
Ir 0.57980 0.63825 -0.62673 -2.66 -3.85 2.02 1.121
H -3.44866 -1.04637 0.64417 -0.11 -1.08 2.31 0.471
H 2.04068 -2.48288 -0.41700 0.17 -0.05 -0.37 0.098
C -1.22554 0.14374 -1.53292 -3.21 0.65 -2.14 -0.395
H -2.34810 3.06261 -0.48567 -0.07 -0.02 0.42 0.328
H 4.25272 2.31997 -1.06309 -0.07 -0.14 0.32 0.402
C 0.60591 -2.01967 -3.14160 0.02 0.06 -0.17 -1.392
C -2.42438 3.33329 0.58357 0.41 0.35 -0.29 -1.292
C 0.38217 -2.20873 1.53104 3.40 -1.09 0.50 -0.990
C 0.11100 2.88729 2.97428 0.17 0.24 -0.22 -1.258
H -1.71531 -0.83261 4.65101 0.23 -0.50 -0.29 0.403
C -2.67639 -0.55945 2.70822 0.94 0.95 0.92 0.235
H -2.52864 1.30587 4.59507 0.22 0.23 0.14 0.474
H -2.38270 -2.24768 1.57484 -0.62 0.09 -0.30 -0.135
H 3.45055 -2.87764 -1.43762 -0.41 -0.06 0.12 0.355
P -1.65852 0.82670 2.05815 -2.16 0.44 0.33 -0.613
H 1.93695 3.29581 -3.61172 0.27 -0.05 -0.07 0.471
C -4.20461 1.60937 0.79736 -0.22 -0.35 0.16 -1.477
H 5.69427 -0.11327 -1.40262 0.16 -0.01 -0.11 0.468
H -3.15233 4.16567 0.63841 0.21 -0.51 0.03 0.497
H 1.34129 -2.01908 2.10664 -1.51 0.08 -0.21 0.401
C -1.64467 -0.68379 -0.23176 0.42 0.61 -1.69 1.472
C 2.35855 -2.73943 -1.44066 0.37 0.06 0.16 -1.109
C 3.66597 0.22863 -1.02164 -0.01 0.09 0.67 0.474
H -2.65827 -4.67471 0.72218 0.36 0.07 -0.42 0.296
H 1.87253 -0.08136 -5.03747 0.27 0.11 0.02 0.414
H -0.51860 3.71630 2.61368 0.27 -0.37 0.26 0.257
H 4.67573 -1.03693 -2.51013 0.14 0.22 0.12 0.448
H 4.49589 1.48763 0.48373 -0.02 0.14 -0.15 0.452
C -0.70372 1.65314 3.37362 1.25 -0.81 -0.49 0.741
H 0.60280 -1.09896 -0.61975 0.70 0.79 -0.52 -0.219
H -1.46698 3.75808 0.90018 -0.33 -0.13 -0.05 0.125
H -1.97885 -2.36471 3.70233 0.01 0.59 0.38 0.426
C 4.78052 -0.07112 -2.00003 0.79 -0.15 -0.43 -1.535
H -2.41441 -0.07433 0.12182 -2.84 -0.06 -1.52 0.217
H -1.08326 1.87635 5.45138 -0.25 0.12 -0.16 0.446
C -1.13983 -3.23835 0.01936 0.24 -3.58 2.25 1.487
C 3.81316 1.60038 -0.36455 0.47 0.33 0.39 -1.301
H 3.61756 -0.54215 -0.22977 -0.04 0.09 -0.37 0.568
H 3.47551 -0.00236 -4.24271 -0.29 0.33 -0.32 0.420
H 4.90199 0.73190 -2.74015 0.03 -0.26 0.23 0.399
H 1.88723 -3.70056 -1.69184 0.23 0.24 -0.01 0.371
C -2.92820 2.17057 1.44980 -0.03 0.15 -1.06 0.632
H -0.05959 -1.03119 0.51502 1.36 0.35 2.63 0.367
```
Positions in Å, forces in eV/Å.

This record from the Open Molecules 2025 dataset describes a structure of composition C38H36CaClN2O7P2. The level of theory is the ωB97M-V functional and the def2-TZVPD basis.

2S+1: 1
DFT total energy in Ha: -3926.66932
Molar mass in g mol⁻¹: 770.19
Energy relative to the best compared isomer or geometry (same formula, charge and spin) in kJ/mol: 32.8
Total charge: -1

XYZ file:
```
87
Properties=species:S:1:pos:R:3:forces:R:3:mulliken_charge:R:1
C 3.43862 0.59482 -3.37287 0.06 0.00 0.02 -0.255
O -1.82076 -1.62853 -1.30411 -0.26 -0.18 0.03 -0.843
H -4.28400 3.58181 2.51449 0.00 -0.02 -0.01 0.445
H 2.32976 -1.03770 6.20324 -0.01 0.00 0.00 0.368
H -6.07000 -0.66466 -0.18874 -0.01 -0.05 0.02 0.428
H 1.76761 -2.31734 -2.98375 -0.01 0.01 0.01 0.382
H 0.27787 -3.48749 -1.27612 0.01 0.01 0.02 0.330
C 2.08825 -0.27568 2.91186 -0.03 0.01 0.02 0.181
C -4.45009 -0.84059 1.18835 0.07 0.09 0.02 -1.046
H 4.19265 -5.61708 0.85764 0.00 -0.01 -0.01 0.408
C -3.50832 3.24162 0.53927 0.06 -0.08 0.09 -0.477
H 3.43188 -3.05161 -4.63380 0.01 0.00 -0.01 0.427
C -2.40357 -0.56499 2.54345 0.07 0.13 0.07 -1.169
C -1.25200 0.50196 2.50923 0.33 -0.26 -0.21 0.513
H -4.78290 -1.72869 -0.76919 0.01 0.01 -0.01 0.410
C 1.60118 -1.48040 2.41788 -0.01 -0.08 0.03 0.513
C -3.66060 5.22937 -0.91911 -0.03 0.03 0.10 -1.097
H 2.21929 0.55885 2.23827 0.01 0.01 0.00 -0.370
C -2.62835 -2.38626 0.82887 -0.09 0.03 -0.15 -0.686
C 2.89153 -3.91476 0.83304 0.12 0.09 -0.06 -0.455
C 2.35630 -0.12001 4.26396 0.00 0.02 -0.02 -0.625
C 3.44683 -0.61210 -0.08492 0.00 0.14 0.07 -1.394
C 3.34405 -5.14516 0.37709 0.01 0.02 0.01 -0.677
C 1.39742 1.89148 -1.41198 0.15 -0.05 -0.01 0.313
H 1.41623 -3.18012 5.35419 0.01 0.00 0.00 0.391
O -3.22852 2.01957 0.78405 -0.12 0.01 -0.45 0.079
H -3.17542 -0.13676 3.18208 -0.04 -0.07 0.01 0.384
C 1.61166 3.86440 -0.03745 -0.01 -0.03 0.01 -0.420
H 3.45819 1.61591 -3.01365 -0.02 0.01 0.00 0.318
O -2.05773 2.17101 -1.88759 -0.03 0.06 0.00 -0.615
C 2.13004 -1.16400 5.14654 0.01 -0.02 0.01 -0.609
O -0.57658 0.61023 1.42155 -0.28 0.03 0.16 -0.187
H -4.24248 0.99947 -0.40680 -0.35 0.20 -0.02 0.244
C 1.33157 4.66994 -1.12956 -0.01 0.01 -0.01 -0.678
H 1.78530 4.30579 0.93574 0.00 0.00 0.00 0.442
H 3.05883 -6.73428 -1.03790 0.01 0.00 0.00 0.375
H 0.83786 2.26541 -3.45756 0.02 -0.02 0.00 0.450
O -1.01404 1.08526 3.55797 -0.23 -0.07 0.18 -0.827
C 1.64456 2.48203 -0.17768 -0.06 0.03 -0.01 -0.319
C 1.08481 2.71008 -2.49911 0.02 -0.01 -0.04 -0.403
C 2.49728 -0.30011 -2.87521 -0.05 -0.09 -0.09 0.239
C 1.80054 -3.29084 0.23219 -0.07 -0.11 -0.01 0.451
H 5.10560 -1.44138 -5.50975 0.00 0.00 0.00 0.368
H 1.80690 1.85181 0.68441 0.01 0.00 0.02 0.181
H -4.70499 0.10316 1.67398 0.05 -0.01 0.04 0.489
C 1.61982 -2.36471 4.67091 -0.01 0.02 0.00 -0.706
C 1.35291 -2.51753 3.31980 0.02 -0.03 0.01 -0.713
H -2.48073 3.93952 -2.71157 0.00 0.01 0.00 0.129
C -4.49804 5.33881 1.32148 -0.02 -0.03 0.08 -0.679
Ca -1.89182 0.39861 -0.35446 0.36 0.25 -0.76 2.207
H -1.67036 -2.64647 1.28164 -0.01 0.00 0.04 0.203
C 3.43949 -2.02611 -4.28652 0.02 0.02 0.00 -0.692
Cl -4.77392 7.59369 -0.18996 0.01 -0.02 0.00 -0.269
H -1.96360 -1.41362 3.07729 -0.10 -0.04 0.03 0.529
C 1.61808 -5.16312 -1.29383 0.02 -0.01 0.01 -0.872
C 1.06568 4.08794 -2.36426 -0.01 0.01 0.02 -0.632
O -4.41143 0.25679 -1.01838 0.25 -0.10 0.44 -0.567
H 3.74170 -0.82625 0.94279 0.00 0.01 -0.01 0.567
C 2.71021 -5.76982 -0.68903 -0.02 0.00 -0.02 -0.504
C 2.50301 -1.61192 -3.35313 -0.03 0.00 0.00 -0.454
H -3.46908 5.69298 -1.87986 0.00 0.00 0.00 0.351
H 3.86170 -1.39069 -0.73191 -0.01 0.00 -0.02 0.270
N 1.98750 -0.54378 -0.17425 0.06 -0.28 -0.06 0.739
C -3.25591 3.89391 -0.71163 0.06 0.06 -0.18 1.518
H 3.39624 -3.43281 1.66261 -0.03 -0.02 0.02 0.377
H 2.71672 0.83303 4.62943 0.00 0.00 0.00 0.420
C 4.37542 -1.12380 -4.77575 -0.02 -0.04 0.00 -0.496
C 1.16167 -3.93752 -0.82935 -0.06 -0.03 0.03 -0.537
H 5.09488 0.89576 -4.69710 0.00 -0.01 0.00 0.400
H 0.82632 4.71057 -3.21794 0.00 0.00 0.00 0.451
C -4.27427 5.93729 0.07182 0.03 0.01 -0.08 0.100
H 0.94116 -3.45617 2.96310 0.01 0.00 -0.01 0.431
H -3.38230 -3.11924 1.13903 0.03 0.02 0.15 0.328
C -4.98330 -0.79758 -0.23829 -0.02 0.01 -0.09 -0.722
C -4.12550 4.04395 1.54895 -0.02 0.09 -0.01 -0.643
H 1.10150 -5.65086 -2.11097 0.00 -0.01 0.00 0.469
H 1.29893 5.74658 -1.01751 0.00 0.00 0.00 0.370
C -2.40839 -2.58620 -0.70440 0.21 0.09 0.17 0.733
C -2.56293 3.28613 -1.82357 -0.02 0.02 0.14 -0.552
P 1.02257 -1.68851 0.70017 0.02 0.13 -0.22 1.005
O -2.74153 -3.66890 -1.18340 -0.03 -0.08 0.09 -0.841
N -2.99835 -1.02058 1.26116 0.22 -0.18 -0.03 0.406
H -4.96387 -1.65548 1.72184 -0.06 0.03 0.01 0.513
P 1.24197 0.07216 -1.59195 -0.17 0.24 0.43 0.297
H -4.96933 5.91808 2.10580 0.00 0.00 0.00 0.403
H 3.88654 0.34646 -0.37045 -0.01 0.00 -0.01 0.348
C 4.36834 0.18595 -4.32076 0.00 0.04 0.02 -0.662
```
Positions in Å, forces in eV/Å.

This record from the Open Molecules 2025 dataset describes a cluster of 2 separate species, C4H10PS2 in total. The level of theory is the ωB97M-V functional and the def2-TZVPD basis.

2S+1: 1
DFT total energy in Ha: -1295.78130
Molar mass in g mol⁻¹: 153.23
Energy relative to the best compared isomer or geometry (same formula, charge and spin) in kJ/mol: 178.7
Total charge: +1

XYZ file:
```
17
Properties=species:S:1:pos:R:3:forces:R:3:mulliken_charge:R:1
H -1.99723 0.02875 1.72052 -1.74 0.76 0.75 0.385
C -1.86588 -0.51416 -1.24366 -0.18 -0.33 0.79 -0.996
H -0.23492 -0.02846 2.45276 -1.87 0.22 -2.11 0.289
S 1.28992 -0.87022 -0.60959 -0.28 -0.38 0.17 -0.483
C -1.06744 -0.42993 1.68949 4.32 -0.37 0.55 -1.056
H -0.99056 -1.42051 2.08490 -0.91 -1.08 -0.41 0.373
H -2.78133 -0.15678 -0.78398 -0.24 0.11 0.17 0.369
H -0.40950 1.78495 -1.23319 -0.32 0.24 0.60 0.340
H 4.21561 0.24099 -0.52106 -0.34 2.15 -0.11 0.400
H 0.35720 2.22086 0.29408 -0.64 -1.46 -0.12 0.312
S 4.79396 -2.11745 -0.17374 0.38 2.03 0.22 0.229
H -1.98653 -1.59053 -1.38619 0.12 0.26 -0.62 0.334
H -1.37171 1.96417 0.27534 -1.22 0.56 0.18 0.375
H -1.67953 0.13566 -2.10206 0.08 -0.70 -0.21 0.358
C 4.73302 -0.61852 -0.24354 -0.52 -4.17 -0.15 0.244
C -0.47545 1.59020 -0.14117 1.65 0.79 -1.15 -1.141
P -0.52964 -0.21900 -0.07891 1.73 1.38 1.44 0.667
```
Positions in Å, forces in eV/Å.

This record from the Open Molecules 2025 dataset describes a cluster of 2 separate species, C4H10NO in total. The level of theory is the ωB97M-V functional and the def2-TZVPD basis.

2S+1: 1
DFT total energy in Ha: -288.35345
Molar mass in g mol⁻¹: 88.13
Energy relative to the best compared isomer or geometry (same formula, charge and spin) in kJ/mol: 100.3
Total charge: -1

XYZ file:
```
16
Properties=species:S:1:pos:R:3:forces:R:3:mulliken_charge:R:1
C -2.33201 0.33852 -1.98454 0.38 1.05 0.01 -1.161
H -2.73452 0.26136 0.11278 0.03 -0.06 0.04 0.246
H -3.21777 0.92898 -2.22916 -0.22 0.11 -0.05 0.393
H 2.58560 1.27058 0.17366 0.10 0.14 0.02 0.223
H -1.76582 1.65294 -0.36514 0.03 -0.20 -0.13 0.221
H 1.07086 -1.32477 2.78289 -0.05 0.06 -0.11 0.286
H -2.54015 -0.69335 -2.14838 -0.15 -0.93 -0.17 0.277
N 2.23723 -0.39934 1.41494 -1.95 -0.20 0.06 -0.550
H 0.12802 -0.68892 1.23311 0.34 0.09 0.02 0.337
H 1.11503 0.29364 -0.26311 0.27 0.15 -0.21 0.119
H -1.51706 0.64130 -2.65486 -0.12 -0.09 0.04 0.254
C 1.07069 -0.81282 1.80978 1.79 0.19 0.04 -0.180
C -1.87187 0.54541 -0.53934 0.74 -0.38 0.23 -0.436
H 2.80435 -0.31090 -0.59591 -0.22 0.30 0.11 0.194
C 2.15942 0.27239 0.08800 0.27 -0.76 0.29 -0.341
O -0.71831 -0.16206 -0.27423 -1.23 0.52 -0.20 -0.881
```
Positions in Å, forces in eV/Å.